1.
DFT (ωB97M-V/def2-TZVPD) results for a molecular structure, C19H21F11NO3RhSbSe3 at a distorted geometry.

Geometry as XYZ:
```
60
Properties=species:S:1:pos:R:3:lowdin_charge:R:1
Sb -0.3261 5.0388 15.8438 1.41
Rh 4.1132 6.3772 16.6749 0.30
Se 6.0823 7.7630 16.7992 0.71
Se 2.5502 5.5337 18.3925 0.97
Se 5.7297 5.2433 17.7215 0.61
F -0.1673 3.8207 14.3654 -0.37
F -0.3952 6.5033 14.6052 -0.36
F 10.5590 5.5455 15.2153 0.12
F 6.2117 8.5117 13.7218 0.06
F -2.2380 4.8880 15.9235 -0.37
F -0.1183 3.5820 17.0817 -0.38
F 1.5717 5.1884 15.8118 -0.44
F -0.2734 6.3108 17.2993 -0.41
F 8.7531 6.3070 17.0900 0.02
F 10.2145 6.2755 12.5490 0.12
F 8.0107 7.5959 11.7943 0.12
O 3.9990 2.9140 19.7916 -0.04
O 4.9540 7.0048 22.1996 -0.05
O 2.6947 8.4966 16.9666 -0.19
N 3.7166 6.1917 14.5965 -0.05
C 9.2878 6.5701 13.4741 -0.12
C 3.1618 4.4317 13.0499 -0.05
C 7.3758 7.2924 15.3996 -0.42
C 3.8826 4.9606 14.1017 -0.14
C 8.5025 6.5863 15.7600 -0.23
C 8.1533 7.2884 13.0970 -0.13
C 1.8320 9.2983 14.7829 -0.15
C 7.2345 7.6805 14.0679 -0.21
C 4.5662 5.1566 20.6496 -0.55
C 4.4017 3.6374 20.8956 -0.25
C 2.9273 7.0664 13.9247 -0.23
C 3.3129 5.8885 20.1850 -0.43
C 1.5356 8.9395 16.2474 -0.22
C 3.0345 8.5576 14.1685 -0.14
C 5.7456 5.5193 19.7705 -0.36
C 9.4711 6.2220 14.8170 -0.12
C 2.2167 5.2462 12.4687 -0.04
C 2.0981 6.5777 12.8902 0.00
C 4.8569 5.5948 22.0911 -0.23
H 0.9090 9.0960 14.1904 0.12
H 1.5659 4.8765 11.6765 0.12
H 3.2552 9.0221 13.2259 0.12
H 2.0788 10.3576 14.7073 0.11
H 4.1910 1.9739 19.9089 0.11
H 3.4685 6.9858 20.1991 0.09
H 4.5976 7.3321 23.0578 0.12
H 4.0784 5.2203 22.7477 0.13
H 2.4745 5.6833 20.8629 0.08
H 4.6209 4.3689 14.6204 0.10
H 6.6360 4.9377 20.0345 0.07
H 1.0540 9.8008 16.7631 0.13
H 3.3618 3.4222 12.7098 0.12
H 3.2485 9.2736 17.1642 0.09
H 1.4104 7.2318 12.3978 0.12
H 0.8167 8.1048 16.2346 0.09
H 3.9003 8.7365 14.7963 0.06
H 5.9889 6.5755 19.8382 0.07
H 5.3956 3.3192 21.2868 0.14
H 3.6759 3.5213 21.7038 0.13
H 5.8014 5.1140 22.3863 0.13
```

Calculated values
* total charge: 0
* total energy: -263151.9604 eV
* 2S+1: 6
* energy above the lowest of the compared OMol25 structures with the same formula, charge and spin: 0.115 eV
* ⟨S²⟩: 8.7714
* highest occupied orbital energy (alpha / beta): -6.676 / -9.237 eV

***

2.
DFT (ωB97M-V/def2-TZVPD) results for a molecular structure, C19H21F3MgN3O3S3.

Geometry as XYZ:
```
53
Properties=species:S:1:pos:R:3:lowdin_charge:R:1
S 1.7211 0.4830 1.4117 0.66
S -1.3492 -1.6398 -1.9113 0.62
S 2.5614 -1.8501 -1.7006 0.48
Mg 0.3388 -0.7483 -0.3381 0.32
F 4.8093 -2.7608 -0.6737 0.12
F 4.3060 -0.7575 -0.0346 0.10
F 5.0553 -1.0935 -2.0349 0.12
O 2.0957 -0.4974 -1.9769 -0.32
O 1.8373 -2.3750 -0.5442 -0.37
O 2.7481 -2.7395 -2.8058 -0.26
N -0.2579 1.2029 -1.5847 -0.21
N -1.3257 0.3356 1.1835 -0.20
N -0.2798 -2.4424 1.2410 0.18
C -0.3892 1.7023 -4.0028 -0.04
C -0.5752 0.8178 -2.9464 -0.28
C 0.7966 2.2179 -1.5019 -0.10
C 0.8105 -2.7360 3.5799 -0.03
C -1.1887 0.4635 4.9286 -0.12
C -1.4873 1.6711 -0.9208 -0.17
C -1.3720 1.6890 0.5948 -0.17
C 0.1740 0.6344 5.1298 -0.13
C 0.1823 -2.5981 2.2775 -0.20
C -0.7343 1.3587 -5.3022 -0.11
C -1.2826 0.1086 -5.5469 -0.12
C 0.5714 0.5377 2.7228 -0.64
C -1.4662 -0.7785 -4.5004 -0.13
C 4.2727 -1.5969 -1.0690 -0.66
C -1.1167 -0.4581 -3.1834 -0.61
C -1.6724 0.3623 3.6295 -0.04
C -0.8203 0.4103 2.5309 -0.29
C 1.0301 0.6681 4.0418 -0.15
C -2.6326 -0.3161 1.0818 -0.11
H -1.5544 -0.1828 -6.5547 0.09
H -2.6035 -1.2674 1.6077 0.08
H 0.0400 2.6783 -3.8223 0.09
H -2.2974 1.0126 -1.2312 0.10
H 1.1297 2.3070 -0.4708 0.03
H -0.5695 2.0618 -6.1092 0.09
H 1.8471 -2.4120 3.4916 0.10
H -1.7344 2.6856 -1.2682 0.13
H -2.8428 -0.5320 0.0374 0.03
H -3.4387 0.3073 1.4938 0.08
H 1.6462 1.8911 -2.0963 0.09
H 0.2982 -2.0996 4.3006 0.07
H 0.7744 -3.7750 3.9034 0.08
H 2.0983 0.7705 4.1897 0.09
H -0.4649 2.2101 0.8996 0.10
H -2.7373 0.2447 3.4822 0.10
H 0.4502 3.1997 -1.8517 0.08
H -2.2282 2.2412 1.0105 0.13
H -1.8759 0.4225 5.7644 0.09
H 0.5737 0.7267 6.1329 0.09
H -1.8714 -1.7655 -4.6845 0.09
```

Calculated values
* total charge: -1
* total energy: -76766.5908 eV
* 2S+1: 1
* energy above the lowest of the compared OMol25 structures with the same formula, charge and spin: 0.000 eV
* highest occupied orbital energy: -4.284 eV

***

3.
DFT (ωB97M-V/def2-TZVPD) results for C19H21FN2O4 in the gas phase at a distorted geometry.

Geometry as XYZ:
```
47
Properties=species:S:1:pos:R:3:lowdin_charge:R:1
F 5.5995 -2.6881 1.3609 0.06
O -0.2207 -1.1200 -0.4041 0.02
O -1.1934 -2.3262 -2.0398 0.13
O -4.3649 -2.4431 0.7628 0.03
O 1.9027 0.9509 -2.3783 0.09
N -3.7177 -1.7729 1.7518 0.11
N 0.5104 1.3873 -0.6450 0.12
C -1.2270 -1.8370 -0.9374 -0.40
C 1.1642 0.5834 -1.4935 -0.43
C -0.1583 4.2297 1.2042 -0.19
C 3.1831 -2.0457 -1.2431 0.00
C -2.3649 -1.9371 -0.0252 -0.01
C 4.3412 -2.4705 -0.6185 0.01
C 2.3459 -1.2178 0.8508 -0.01
C -1.5742 -0.7224 2.1731 0.00
C -4.0692 -3.2522 -1.5037 0.03
C 0.5609 2.8323 -0.6940 -0.28
C 0.9411 -0.9198 -1.2100 -0.15
C -1.3800 3.6824 0.4697 -0.19
C 2.1785 -1.4235 -0.5130 -0.16
C -2.5313 -1.4591 1.3153 -0.27
C 4.4767 -2.2687 0.7431 -0.27
C 3.4933 -1.6475 1.4911 0.00
C -3.5719 -2.5525 -0.3015 -0.23
C -0.8391 3.4196 -0.9325 -0.14
C 1.0193 3.4075 0.6633 -0.12
H 1.5714 -0.7233 1.4166 0.11
H -0.0261 5.2818 0.9502 0.11
H 1.9142 4.0162 0.5524 0.11
H -0.2518 4.1522 2.2862 0.10
H -4.2967 -4.2890 -1.2604 0.10
H -1.9827 -0.6461 3.1768 0.09
H 0.8044 -1.4316 -2.1697 0.16
H -2.2150 4.3806 0.4718 0.11
H -1.4632 2.7432 -1.5152 0.11
H 3.0607 -2.1907 -2.3049 0.13
H -0.6201 -1.2439 2.1989 0.08
H 1.2627 2.5864 1.3389 0.11
H -1.4111 0.2806 1.7805 0.07
H -0.7517 4.3601 -1.4762 0.12
H 1.2512 3.0737 -1.5048 0.15
H -4.9870 -2.7830 -1.8543 0.10
H -0.1021 0.9640 0.0360 0.13
H -1.7167 2.7513 0.9303 0.10
H 3.6349 -1.5014 2.5502 0.12
H -3.3108 -3.2158 -2.2797 0.08
H 5.1311 -2.9540 -1.1704 0.12
```

Calculated values
* total charge: 0
* total energy: -33931.6862 eV
* 2S+1: 1
* energy above the lowest of the compared OMol25 structures with the same formula, charge and spin: 1.356 eV
* SMILES: Cc1noc(C)c1C(=O)O[C@@H](C(=O)NC1CCCC1)c1ccc(F)cc1
* highest occupied orbital energy: -9.305 eV

***

4.
DFT (ωB97M-V/def2-TZVPD) results for C19H21FN2O5S in the gas phase at a distorted geometry.

Geometry as XYZ:
```
49
Properties=species:S:1:pos:R:3:lowdin_charge:R:1
S -2.1548 2.6751 -0.0822 0.66
F 2.3745 -2.5852 2.7776 0.09
O -2.8705 2.6208 -1.3301 -0.29
O -5.1012 0.3732 1.3154 -0.11
O 3.5811 1.9962 -1.4035 -0.09
O -2.3139 3.8415 0.7356 -0.28
O 0.7758 -1.3992 0.6679 0.10
N -2.4713 1.3336 0.8575 -0.13
N 2.3570 0.0570 -0.1117 0.16
C 3.0475 -2.1138 0.5613 -0.07
C -5.0969 -1.0719 -0.5250 -0.12
C 0.2632 1.3243 -0.0959 0.02
C -0.4143 2.4715 -0.4589 -0.26
C 4.1929 -3.7756 1.9070 0.00
C 2.2605 2.2234 -1.1245 -0.20
C 4.9325 -3.3273 -0.3308 -0.08
C 1.6016 1.1852 -0.4311 -0.12
C 1.9238 -1.1337 0.3956 -0.40
C 3.9368 -2.3784 -0.4765 -0.03
C 4.3073 3.0011 -2.0742 -0.07
C -4.5109 0.2247 0.0373 -0.33
C 3.1935 -2.8323 1.7440 -0.22
C -5.3566 -0.9112 1.8639 -0.18
C -5.2235 -1.9411 0.7287 -0.15
C 5.0616 -4.0244 0.8598 -0.07
C -2.9771 0.1739 0.1548 -0.18
C 1.5599 3.3682 -1.4719 0.00
C 0.2169 3.4877 -1.1429 -0.05
H 4.2738 -4.3012 2.8453 0.12
H -2.5343 0.1752 -0.8413 0.13
H -0.2381 0.5433 0.4475 0.10
H -6.0851 -2.6036 0.6840 0.11
H -4.6494 -1.1160 2.6767 0.12
H -4.7760 1.1129 -0.5440 0.15
H -3.0572 1.5783 1.6447 0.11
H -4.4592 -1.5142 -1.2860 0.12
H 2.0455 4.1714 -2.0018 0.11
H -6.0791 -0.8738 -0.9535 0.12
H -6.3667 -0.8860 2.2839 0.12
H 5.6084 -3.5252 -1.1484 0.10
H 5.8394 -4.7636 0.9739 0.11
H 4.3305 3.9297 -1.4972 0.10
H -0.3431 4.3685 -1.4106 0.12
H -4.3302 -2.5493 0.8664 0.11
H 3.8285 -1.8519 -1.4137 0.12
H 3.8940 3.1964 -3.0678 0.10
H 3.3406 0.1546 -0.3269 0.14
H -2.6576 -0.7214 0.6961 0.13
H 5.3196 2.6127 -2.1744 0.10
```

Calculated values
* total charge: 0
* total energy: -46813.8415 eV
* 2S+1: 1
* energy above the lowest of the compared OMol25 structures with the same formula, charge and spin: 0.205 eV
* SMILES: COc1ccc(S(=O)(=O)NC[C@H]2CCCO2)cc1NC(=O)c1ccccc1F
* highest occupied orbital energy: -8.576 eV

***

5.
DFT (ωB97M-V/def2-TZVPD) results for a molecular structure, C19H21FN2S2 at a distorted geometry.

Geometry as XYZ:
```
45
Properties=species:S:1:pos:R:3:lowdin_charge:R:1
S 1.4811 -1.9399 -1.5636 0.55
S 1.1246 0.9824 -1.6574 0.65
F 4.4266 2.6812 4.6374 0.04
N -0.7648 -0.7418 -2.3965 -0.18
N -3.5462 -0.9552 -2.5462 -0.24
C 4.0520 2.6744 3.3132 -0.23
C -0.3424 -0.3932 1.5285 -0.01
C -1.5775 0.4649 -2.4242 -0.23
C 1.5971 -0.8238 2.9354 -0.03
C -0.4580 -2.0670 3.2740 -0.06
C -2.7571 -2.1556 -2.6792 -0.20
C -1.0411 -1.3964 2.1856 -0.06
C 1.7546 0.8091 1.0322 0.04
C 1.0207 -0.1105 1.8347 -0.19
C 2.6931 1.7320 1.5286 -0.16
C 4.7770 3.4658 2.4239 0.04
C 2.9884 1.8746 2.9290 0.08
C -2.9001 0.1996 -3.1170 -0.20
C 0.8527 -1.7476 3.6593 -0.07
C 4.3947 3.4445 1.0710 -0.04
C -4.9037 -1.1162 -3.0208 -0.11
C 0.5454 -0.6000 -1.9196 -1.21
C -1.4086 -1.9934 -1.9970 -0.21
C 3.3948 2.5945 0.6302 0.01
H -3.3139 -2.9721 -2.1989 0.12
H 3.1238 2.5518 -0.4249 0.10
H -1.7944 0.8576 -1.4128 0.11
H -1.0462 1.2493 -2.9871 0.08
H -3.5696 1.0580 -2.9659 0.12
H -0.7605 -2.8299 -2.3033 0.07
H -1.5585 -2.0592 -0.9002 0.12
H -2.5857 -2.4262 -3.7406 0.13
H -2.0549 -1.6521 1.8616 0.11
H 1.6629 0.6884 -0.1007 -0.15
H -4.9666 -1.3496 -4.0971 0.09
H -5.3886 -1.9267 -2.4664 0.08
H -0.8271 0.2232 0.7654 0.11
H 1.2982 -2.2314 4.5328 0.11
H 2.4224 1.3278 3.6786 0.12
H -5.4522 -0.1839 -2.8409 0.08
H -1.0207 -2.8279 3.8173 0.11
H -2.7167 0.0839 -4.2035 0.13
H 5.5993 4.0856 2.7753 0.13
H 4.9007 4.0972 0.3617 0.12
H 2.6448 -0.6463 3.1883 0.11
```

Calculated values
* total charge: 0
* total energy: -47408.3978 eV
* 2S+1: 1
* highest occupied orbital energy: -6.898 eV